Entry from OMol25: 14 unconnected molecules or ions with the total composition C4H39N3O13 at a distorted geometry (ωB97M-V/def2-TZVPD).

Results
Kohn-Sham gap	8.10	eV
ΔE to the lowest compared entry with this formula, charge and spin	2.7517	eV
charge	0
E_HOMO	-8.1	eV
max |F|	8.48	eV Å⁻¹

XYZ file:
```
59
Properties=species:S:1:pos:R:3:forces:R:3:nbo_charge:R:1
N 0.4978 -1.8474 -0.1783 -1.193 8.062 -2.351 -0.86
C 0.0663 -0.9067 0.8764 -1.716 1.196 0.584 -0.09
C -0.4448 0.4057 0.2482 -0.809 0.444 -0.703 -0.42
C 0.5842 1.0361 -0.7997 0.075 0.877 1.817 -0.25
N -0.1908 1.9391 -1.6650 0.448 0.954 -1.949 -0.91
C -1.2134 -1.4029 1.9176 4.967 -2.761 -1.032 -0.23
N -0.6430 -1.5977 3.2336 0.213 -0.452 1.134 -0.85
H 0.6090 -2.6549 0.1905 0.646 -7.035 2.533 0.34
H -0.1349 -1.8393 -0.9846 0.172 -0.499 0.695 0.38
H 0.9540 -0.5219 1.4311 -0.583 -1.139 0.340 0.21
H -0.6801 1.2659 1.0591 0.554 -2.346 -1.909 0.20
H -1.4619 0.0948 -0.2413 1.664 1.076 0.426 0.20
H 1.3048 1.6856 -0.1675 -0.782 -1.406 -1.150 0.21
H 1.1888 0.2995 -1.3971 -1.049 0.722 0.516 0.18
H 0.2598 2.1343 -2.6263 -0.636 -0.185 2.331 0.39
H -0.3166 2.8473 -1.1715 0.814 -0.788 -0.783 0.36
H -1.9780 -0.6888 1.8701 -1.222 0.866 0.166 0.20
H -1.5165 -2.4635 1.6898 -0.240 1.293 -0.842 0.20
H 0.2173 -2.2111 3.2760 -1.545 1.189 -0.377 0.35
H -0.4397 -0.7166 3.6705 0.512 0.104 0.248 0.38
H 2.9570 -3.7620 -0.5840 0.748 0.896 1.328 0.49
H 2.6376 -3.3497 0.8550 -0.197 0.025 0.325 0.47
O 3.3479 -3.3028 0.2169 -0.377 -0.954 -1.577 -0.95
H 2.8237 1.8318 1.4448 0.153 0.509 -0.343 0.50
H 3.4188 0.4360 1.7792 -0.692 0.624 -0.251 0.50
O 2.6617 1.0366 1.9431 0.721 -0.849 0.614 -0.96
H -3.3406 -1.7724 -0.5398 -0.701 -2.245 -2.617 0.49
H -3.3686 -1.6966 -2.0789 0.060 -0.502 -0.031 0.50
O -3.5264 -2.3750 -1.3950 0.275 3.246 2.721 -0.95
H 1.8978 1.0902 3.5494 -2.332 -0.955 0.406 0.51
H 0.9525 1.7625 4.5084 -0.488 -0.853 -0.156 0.47
O 0.9864 0.9119 4.0148 2.395 1.817 -0.110 -1.00
H 3.8519 -1.2417 -0.0479 0.116 -0.963 -0.022 0.50
H 2.4723 -0.7204 -0.5658 2.176 0.078 0.934 0.50
O 3.4455 -0.4466 -0.3750 -2.368 0.458 -0.928 -1.01
H 1.1712 -2.8910 -3.5299 1.047 -0.096 -0.881 0.48
H 0.6874 -1.5101 -2.9002 0.120 -1.210 -0.428 0.48
O 0.5533 -2.4820 -2.9557 -1.012 0.945 0.930 -0.96
H -1.5673 2.8631 2.1234 -2.224 0.414 -1.502 0.47
H -0.9477 1.7326 2.9281 0.443 2.349 -0.131 0.50
O -0.9105 2.7405 2.7594 1.415 -2.566 1.736 -0.95
H -3.1527 3.2381 -1.7877 0.188 0.121 0.646 0.48
H -1.9481 2.8847 -0.9083 -1.331 0.090 -0.015 0.49
O -2.8520 3.2906 -0.8580 0.849 -0.012 -1.076 -0.96
H 3.8567 1.4084 -2.9324 0.425 0.576 -0.207 0.47
H 3.1378 0.2676 -2.3677 0.224 -0.139 -0.487 0.48
O 3.2858 0.7055 -3.2303 -0.520 -0.475 0.752 -0.95
H -3.7896 2.1580 0.0794 1.106 -0.831 0.015 0.49
H -4.6247 1.6879 1.1433 1.217 -1.241 0.009 0.46
O -3.7773 1.3876 0.7032 -2.278 1.649 0.413 -0.98
H -1.0832 -4.0068 -2.0076 2.227 1.715 -1.741 0.47
H -2.5448 -3.7120 -1.4919 0.799 0.128 -0.344 0.50
O -1.7977 -4.3388 -1.5571 -2.483 -2.173 2.014 -1.00
H -1.2579 -0.2855 -3.9296 -0.082 -0.286 -0.883 0.47
H -1.1278 0.2403 -2.5966 0.906 2.659 2.014 0.48
O -1.5048 -0.4725 -3.0311 -1.088 -2.097 -0.980 -0.95
H 0.9202 4.7101 1.0738 0.131 0.232 0.026 0.47
H 0.2805 3.3509 1.3141 0.859 0.150 0.340 0.49
O 1.1131 3.7735 1.0026 -0.714 -0.409 -0.205 -0.97
```
Forces are in eV/Å.

---

Entry from OMol25: 16 unconnected molecules or ions with the total composition C4H39NO16 at a distorted geometry (ωB97M-V/def2-TZVPD).

Results
Kohn-Sham gap	10.35	eV
ΔE to the lowest compared entry with this formula, charge and spin	1.9817	eV
charge	0
E_HOMO	-10.5	eV
max |F|	2.52	eV Å⁻¹

XYZ file:
```
60
Properties=species:S:1:pos:R:3:forces:R:3:nbo_charge:R:1
C 0.2575 1.7412 -1.8506 -0.673 0.500 0.268 -0.62
C 0.1115 0.2468 -1.7050 1.212 -1.137 0.787 -0.39
C 0.7711 -0.3671 -0.3836 -0.029 0.814 -0.670 -0.53
C 0.5090 0.6281 0.6882 -0.980 -0.039 0.021 0.73
N -0.7287 0.4851 1.2279 0.418 -1.033 0.020 -0.83
O 1.2081 1.6098 0.9385 0.326 -0.233 0.209 -0.71
H -0.4447 2.2680 -1.1968 0.020 -0.053 0.128 0.20
H 0.0104 2.1130 -2.8457 0.247 -0.249 -0.136 0.22
H 1.2412 2.0886 -1.5490 0.139 0.031 -0.285 0.20
H -0.9105 -0.1141 -1.7609 -0.177 0.157 -0.172 0.23
H 0.7370 -0.2600 -2.4345 -0.351 0.184 -0.589 0.21
H 0.3185 -1.3349 -0.1873 0.039 0.287 0.086 0.25
H 1.8330 -0.5168 -0.5564 -0.169 0.237 0.171 0.24
H -1.3630 -0.2283 0.8993 0.142 0.059 -0.213 0.43
H -1.1538 1.1638 1.8203 0.050 -0.977 0.625 0.36
H -1.0892 2.3705 1.5141 -0.452 0.666 -0.637 0.46
H -1.2463 3.7624 1.5470 -0.770 0.167 -0.195 0.53
O -1.8464 2.9723 1.4761 1.647 1.899 0.172 -0.99
H 0.9135 -2.1218 -2.8455 0.747 0.102 0.116 0.48
H 1.5341 -3.2143 -1.8126 0.065 0.962 -0.387 0.52
O 0.8038 -2.9719 -2.4229 -0.990 -0.934 0.041 -0.99
H 3.9468 1.3555 0.3157 0.636 -0.074 -0.265 0.51
H 3.0548 1.9145 -0.7048 -0.064 0.456 -0.169 0.47
O 3.9885 1.6891 -0.6081 -0.654 -0.320 0.446 -0.96
H 3.5678 0.2513 -1.6276 -0.200 -0.335 0.235 0.50
H 3.7105 -0.1177 -3.0235 0.117 -0.333 -0.832 0.48
O 3.2495 -0.4475 -2.2549 0.487 0.819 0.358 -1.00
H 3.4616 -0.5794 1.4098 -0.071 0.199 0.110 0.49
H 4.8931 -0.4195 1.8893 0.096 0.189 -0.054 0.48
O 4.1069 0.0971 1.6794 -0.127 -0.426 0.060 -0.96
H 1.4745 -2.7236 1.5801 0.079 0.067 0.275 0.52
H 2.4346 -2.0343 2.6265 -0.149 -0.183 0.060 0.49
O 2.2775 -2.1564 1.6863 0.087 0.178 0.185 -1.02
H -3.0441 2.2209 0.4698 -0.631 -0.692 -0.486 0.51
H -3.6706 0.9677 1.0657 -0.341 0.114 -0.138 0.48
O -3.6158 1.4453 0.2414 0.322 2.129 0.113 -0.98
H -2.5634 1.5055 3.7934 -0.142 0.164 0.161 0.48
H -3.0934 2.5089 2.7619 0.216 0.026 -0.153 0.51
O -3.2485 1.6296 3.1275 -0.232 -0.803 0.612 -0.98
H -0.7332 -2.5820 -1.5602 -0.666 0.150 -0.251 0.53
H -2.1590 -2.1374 -0.7572 0.129 0.407 -1.084 0.51
O -1.3322 -2.6246 -0.7852 0.479 -0.813 1.036 -1.04
H 0.7681 4.3215 2.6991 0.215 -0.187 -0.117 0.48
H 0.8991 3.2153 1.5773 0.388 -0.210 0.120 0.51
O 0.6023 4.1207 1.7724 -0.480 0.566 0.061 -0.99
H -2.4858 0.7123 -3.7044 -0.225 -0.152 0.152 0.46
H -3.4726 -0.1939 -2.8951 0.299 -0.097 -0.212 0.50
O -3.0363 -0.0777 -3.7552 0.043 0.134 -0.268 -0.96
H -0.0361 -4.5093 1.2507 0.109 0.053 0.463 0.48
H -0.2443 -3.2462 0.4989 -0.597 0.278 0.489 0.51
O -0.0317 -3.5549 1.4149 0.203 -0.327 -0.873 -0.98
H -3.7012 0.3468 -0.9598 0.272 0.227 0.028 0.51
H -3.8323 -0.9107 -0.2189 0.066 0.077 -1.050 0.49
O -3.6176 -0.6050 -1.1320 -0.396 -1.135 0.563 -1.03
H 3.3274 -2.0386 -1.3418 -0.203 -0.256 -0.024 0.50
H 3.0239 -2.5166 0.0993 -0.109 -0.208 0.026 0.50
O 2.9473 -2.7785 -0.8289 0.601 -0.016 -0.152 -1.01
H -2.7865 -1.5045 1.8635 -0.140 -0.426 -0.032 0.49
H -3.1502 -0.0822 2.2153 -0.417 -0.216 0.074 0.50
O -3.3452 -0.7818 1.5585 0.539 -0.435 1.174 -0.98
```
Forces are in eV/Å.

---

Entry from OMol25: a molecular structure, C4H3AgCl2F8NO4S2 (ωB97M-V/def2-TZVPD).

Results
Kohn-Sham gap	7.91	eV
charge	-1
E_HOMO	-5.0	eV
max |F|	0.44	eV Å⁻¹

XYZ file:
```
25
Properties=species:S:1:pos:R:3:forces:R:3:lowdin_charge:R:1
Ag 1.7969 0.0541 -0.3529 0.034 -0.240 -0.009 0.73
F 0.4869 -3.7640 -0.1754 0.062 0.012 -0.006 0.14
C -0.7848 -3.4214 -0.3464 -0.051 0.021 -0.049 -0.69
F -1.2266 -3.9903 -1.4733 -0.028 0.019 -0.017 0.13
F -1.4992 -3.9021 0.6701 -0.014 0.005 0.067 0.13
S -0.9917 -1.5921 -0.4939 0.099 -0.221 0.272 0.57
O -0.2213 -1.2312 -1.6487 0.071 0.097 -0.222 -0.33
O -2.4019 -1.3656 -0.4851 -0.136 0.020 -0.057 -0.27
N -0.2171 -1.2066 0.8553 -0.008 0.202 -0.163 -0.33
S -0.4213 0.1837 1.5763 -0.108 -0.339 0.261 0.51
O 0.6676 0.3847 2.4784 -0.002 0.122 0.136 -0.29
O -0.8027 1.2383 0.6792 -0.132 0.208 -0.101 -0.31
C -1.8806 -0.0382 2.6893 0.023 0.052 -0.004 -0.68
F -2.0593 1.0850 3.3937 0.028 0.049 0.016 0.13
F -2.9950 -0.2880 2.0153 -0.040 -0.002 -0.031 0.14
F -1.6677 -1.0371 3.5451 0.042 -0.077 0.022 0.14
Cl -1.8168 3.3874 -2.7650 -0.010 0.017 -0.027 0.48
C -0.5076 3.4651 -1.5648 -0.063 -0.024 -0.052 -1.01
Cl 0.9988 2.7739 -2.1720 -0.024 0.048 0.025 0.51
H -0.8180 2.8937 -0.6997 0.036 0.007 0.001 -0.02
H -0.3414 4.5105 -1.3359 0.039 -0.020 0.022 0.02
F 4.7388 -0.3751 -0.3521 -0.060 0.025 -0.008 -0.14
C 3.7739 0.3868 -1.0314 0.360 0.034 -0.157 -0.46
F 4.2427 1.7044 -0.9183 -0.094 -0.009 0.037 -0.15
H 3.9476 0.1440 -2.0878 -0.026 -0.007 0.043 0.04
```
Forces are in eV/Å.

---

Entry from OMol25: 2 unconnected molecules or ions with the total composition C4H3Br2F at a distorted geometry (ωB97M-V/def2-TZVPD).

Results
Kohn-Sham gap (spin up / spin down)	6.39 / 7.70	eV
ΔE to the lowest compared entry with this formula, charge and spin	4.7624	eV
charge	0
E_HOMO (spin up / spin down)	-8.1 / -8.5	eV
max |F|	4.68	eV Å⁻¹

XYZ file:
```
10
Properties=species:S:1:pos:R:3:forces:R:3:nbo_charge:R:1
C -0.4264 0.1074 0.4649 3.778 -1.952 -1.954 -0.26
C 0.2752 0.4062 -0.6806 -1.751 -0.279 1.551 -0.41
C -0.0948 1.3683 -1.6695 1.790 1.867 -1.843 0.49
C 1.2942 2.7747 -2.7538 -2.307 -2.730 2.120 -0.37
F -1.2211 2.0421 -1.5126 0.365 -0.205 0.569 -0.33
Br 0.0992 3.9816 -3.5001 0.217 0.194 -0.391 0.14
Br 2.3082 1.6241 -3.8219 0.192 0.307 -0.342 0.12
H 0.0310 -0.7707 0.9654 -0.853 0.667 0.057 0.20
H -1.2370 0.5569 0.8694 -2.338 1.561 1.017 0.19
H 0.9786 -0.3848 -0.8568 0.907 0.571 -0.784 0.24
```
Forces are in eV/Å.

---

Entry from OMol25: a molecular structure, C4H3CaO at a distorted geometry (ωB97M-V/def2-TZVPD).

Results
Kohn-Sham gap	6.24	eV
ΔE to the lowest compared entry with this formula, charge and spin	0.0000	eV
charge	+1
E_HOMO	-11.6	eV
max |F|	3.61	eV Å⁻¹

XYZ file:
```
9
Properties=species:S:1:pos:R:3:forces:R:3:nbo_charge:R:1
C 0.9927 -3.4992 0.1317 0.560 0.654 1.082 -0.32
C 1.6285 -2.4856 0.3608 -0.111 -1.018 -0.902 -0.24
H 0.4174 -4.4140 0.2330 0.383 0.257 -0.291 0.29
H 2.2806 -1.6200 0.3333 -0.214 -0.302 0.292 0.30
C -0.9082 1.6293 2.5319 -0.630 -0.396 -1.328 -0.42
C -1.2613 0.9138 1.6044 1.397 1.778 2.808 0.30
O -1.3889 -0.0049 0.7525 -0.275 -1.475 -1.530 -1.01
Ca -0.7830 -1.6308 -0.2620 -0.890 0.833 0.055 1.85
H -0.6614 2.4240 3.2098 -0.220 -0.330 -0.186 0.25
```
Forces are in eV/Å.

---

Entry from OMol25: a molecular structure, C4H3ClN2S at a distorted geometry (ωB97M-V/def2-TZVPD).

Results
Kohn-Sham gap	7.72	eV
ΔE to the lowest compared entry with this formula, charge and spin	4.1516	eV
charge	0
E_HOMO	-8.9	eV
max |F|	6.23	eV Å⁻¹

XYZ file:
```
11
Properties=species:S:1:pos:R:3:forces:R:3:nbo_charge:R:1
C -0.9091 0.4296 -1.3492 0.242 0.203 -2.023 -0.28
C -0.2272 -0.3783 -0.5298 -0.205 0.777 1.465 -0.01
C 0.3088 0.0949 0.7566 3.000 -1.084 1.406 -0.29
C 1.1044 -0.9617 1.2151 -4.499 0.843 -4.222 -0.02
H -1.4407 2.5235 0.4433 0.618 -0.917 -4.054 0.16
H -1.1345 0.0963 -2.3920 -0.019 -0.013 0.992 0.24
H 0.4268 1.1478 1.1987 -0.585 -1.856 -1.072 0.25
N 0.7718 -2.1556 0.2714 2.575 -0.165 2.809 -0.12
N 0.1170 -1.8312 -0.6887 -1.806 2.804 -1.051 -0.10
S -1.2095 2.1903 -1.3231 -0.568 -0.314 4.203 0.04
Cl 2.1921 -1.1556 2.3976 1.247 -0.277 1.546 0.13
```
Forces are in eV/Å.

---

Entry from OMol25: a single C4H3ClN2S molecule at a distorted geometry (ωB97M-V/def2-TZVPD).

Results
Kohn-Sham gap	8.13	eV
ΔE to the lowest compared entry with this formula, charge and spin	0.6438	eV
charge	0
E_HOMO	-9.2	eV
max |F|	2.01	eV Å⁻¹

XYZ file:
```
11
Properties=species:S:1:pos:R:3:forces:R:3:nbo_charge:R:1
C 1.0166 -0.9175 0.0576 -1.224 0.051 0.164 -0.22
C 0.0071 0.0242 0.0651 1.554 -0.684 -0.407 -0.06
C -1.0136 1.9021 -0.0088 1.383 -1.406 -0.372 0.22
C -1.4289 -0.1914 0.0019 -0.104 0.152 0.497 0.21
H 3.1863 -1.8368 -0.0698 -0.471 0.465 0.074 0.14
H 0.7230 -1.9800 0.1416 0.195 0.715 -0.209 0.25
H -1.1653 2.9644 -0.1372 -0.401 -0.089 0.250 0.20
N 0.2059 1.4095 0.0063 -0.965 0.278 0.191 -0.45
N -2.0541 0.9405 -0.0025 0.004 -0.017 -0.235 -0.47
S 2.7076 -0.5609 -0.0304 -0.167 -0.161 0.018 0.16
Cl -2.1847 -1.7541 -0.0237 0.197 0.695 0.030 0.04
```
Forces are in eV/Å.

---

Entry from OMol25: a single C4H3ClN2S molecule at a distorted geometry (ωB97M-V/def2-TZVPD).

Results
Kohn-Sham gap	7.74	eV
ΔE to the lowest compared entry with this formula, charge and spin	1.4550	eV
charge	0
E_HOMO	-8.5	eV
max |F|	5.61	eV Å⁻¹

XYZ file:
```
11
Properties=species:S:1:pos:R:3:forces:R:3:nbo_charge:R:1
C -1.2246 -0.1493 -0.1854 -2.433 -0.517 1.190 -0.16
C -0.5078 -1.3456 0.0975 2.615 0.399 -1.882 0.10
C 1.5709 -0.2638 -0.1047 -1.228 1.279 1.241 0.18
C -0.6548 1.0607 -0.0667 3.598 -2.681 -0.190 0.06
H -0.9706 -2.3152 0.1329 -0.572 -0.037 0.397 0.22
H 1.0988 2.0066 0.4550 -0.014 -4.668 -1.856 0.44
H -1.1171 2.0238 -0.0668 -0.074 0.303 0.071 0.24
N 0.8164 -1.4081 0.0250 -1.362 0.072 0.266 -0.42
N 0.7586 0.9277 0.0557 -0.345 5.450 1.267 -0.57
S 3.2088 -0.2545 -0.1868 -0.450 0.324 -0.200 -0.09
Cl -2.9785 -0.2822 -0.1557 0.264 0.076 -0.303 0.00
```
Forces are in eV/Å.

---

Entry from OMol25: a gas-phase ion, C4H3ClNS (charge -1) at a distorted geometry (ωB97M-V/def2-TZVPD).

Results
Kohn-Sham gap	6.92	eV
ΔE to the lowest compared entry with this formula, charge and spin	0.0000	eV
charge	-1
E_HOMO	-3.2	eV
max |F|	3.27	eV Å⁻¹

XYZ file:
```
10
Properties=species:S:1:pos:R:3:forces:R:3:nbo_charge:R:1
C -0.5673 -0.8360 -0.5909 0.507 -0.456 -0.239 -0.47
C -1.3217 0.2960 -0.2216 0.217 0.885 0.626 0.10
C 0.7060 -0.7481 -0.0598 -0.430 -0.213 0.001 -0.05
C 0.6257 0.7795 0.5698 1.668 -2.752 0.566 -0.09
N -0.6918 1.2195 0.4498 -1.126 0.522 -0.353 -0.54
S 1.8436 -2.1010 0.0417 -0.783 2.062 0.025 -0.43
Cl 1.7861 1.8717 -0.2256 0.282 0.243 -0.298 -0.09
H -0.9724 -1.6341 -1.1881 0.099 -0.321 0.115 0.21
H -2.3811 0.4354 -0.3855 -0.215 -0.064 -0.226 0.17
H 0.9727 0.7170 1.6100 -0.221 0.095 -0.217 0.21
```
Forces are in eV/Å.